[1]
# C5H4N2O

C5H4N2O in the gas phase in a non-equilibrium geometry (the ωB97M-V functional and the def2-TZVPD basis, OMol25).

```
12
Properties=species:S:1:pos:R:3:forces:R:3:mulliken_charge:R:1
C -0.83194 -1.52117 -0.18721 -10.606 1.800 7.139 0.242
H -0.06867 -0.75805 -1.78037 1.893 0.031 0.915 0.283
O 2.32589 0.37215 -0.03029 3.039 -0.041 -0.811 -0.436
C 0.09476 0.78023 0.83625 0.887 3.910 1.738 -0.285
H 1.28907 -1.90104 -0.71207 -2.704 2.263 -0.961 0.309
N -1.70695 2.07680 -0.65817 0.239 0.577 -0.525 -0.396
C 0.39940 -0.97495 -0.74726 2.523 -4.637 -2.650 -0.379
C -0.76327 1.68291 -0.13558 0.299 -2.725 2.412 0.190
N -1.98432 -1.42838 0.46450 10.567 -1.696 -6.387 -0.469
H -0.51743 -0.11391 1.31290 1.005 2.780 -0.678 0.313
C 1.19922 0.10983 -0.04128 -5.832 0.899 2.247 0.320
H 0.56424 1.67559 1.67858 -1.310 -3.159 -2.438 0.307
```
Positions in Å, forces in eV/Å.

* HOMO: -10.608 eV
* SMILES: N#CCC(=O)CC#N
* DFT total energy: -377.49654 hartree
* LUMO level: -0.01572 Eh

***

[2]
# C5H4N2O

A molecular structure, C5H4N2O in a non-equilibrium geometry (the ωB97M-V functional and the def2-TZVPD basis, OMol25).

```
12
Properties=species:S:1:pos:R:3:forces:R:3:mulliken_charge:R:1
H 0.74245 1.87273 -2.12752 0.053 1.414 -1.672 0.424
N 0.32729 -0.40272 -0.28422 9.639 -5.012 0.199 0.636
H 0.84956 -2.28624 0.62879 -0.567 -0.871 0.412 0.247
N 1.16495 0.19904 -1.13067 -2.749 -1.107 -0.640 -0.859
H 1.36369 -0.95076 1.71180 -0.607 0.074 -0.772 0.210
C -0.74373 1.25733 -0.70141 -2.019 0.027 -1.094 -0.838
C -0.78566 -0.74074 1.23155 -5.047 -0.779 2.618 0.283
C 0.58538 -1.31741 1.00049 0.769 2.142 -2.265 -0.255
O -1.68992 -0.94925 2.02042 1.947 0.127 -0.639 -0.549
H -1.30522 2.06774 -0.79476 -3.120 2.947 0.196 0.484
C -0.76923 0.11516 0.03055 -2.540 1.540 2.075 0.383
C 0.26044 1.13512 -1.58502 4.240 -0.504 1.583 -0.165
```
Positions in Å, forces in eV/Å.

* HOMO: -9.782 eV
* DFT total energy: -377.53164 hartree
* LUMO level: 0.01364 Eh

***

[3]
# C5H4N2O

C5H4N2O in the gas phase in a non-equilibrium geometry (the ωB97M-V functional and the def2-TZVPD basis, OMol25).

```
12
Properties=species:S:1:pos:R:3:forces:R:3:mulliken_charge:R:1
C 1.04285 1.69023 0.30235 -0.404 -0.186 -0.327 -0.808
H 1.50951 -1.30440 0.50501 -0.122 0.348 0.145 0.297
H 2.05985 1.62246 -0.06071 0.163 -0.098 0.143 0.307
H -2.99861 -0.04677 -0.03364 -0.054 -0.222 0.141 0.345
O 1.59130 -0.77245 -1.44795 -0.102 0.230 -0.335 -0.566
C -1.07952 0.51613 0.33249 -1.417 0.662 0.602 0.484
N -1.38028 -2.56993 -0.16140 0.212 0.209 -0.087 -0.497
C -0.42882 -1.93517 -0.32406 0.929 0.606 -0.241 0.101
H 0.68320 2.65128 0.64571 0.021 0.016 0.073 0.315
C 0.99964 -0.92633 -0.39724 -0.969 -1.130 0.496 0.195
C 0.25528 0.61946 0.21386 0.812 -0.450 -0.235 0.109
N -2.25442 0.45549 0.42559 0.932 0.016 -0.375 -0.280
```
Positions in Å, forces in eV/Å.

* HOMO (spin up / spin down): -9.188 / -9.189 eV
* DFT total energy: -377.50066 hartree
* LUMO level (spin up / spin down): -0.05490 / -0.05489 Eh

***

[4]
# C5H4N2O

C5H4N2O in the gas phase in a non-equilibrium geometry (the ωB97M-V functional and the def2-TZVPD basis, OMol25).

```
12
Properties=species:S:1:pos:R:3:forces:R:3:mulliken_charge:R:1
C 0.09434 -2.05754 0.58452 -3.047 2.910 -0.797 -0.022
H -0.83948 -2.60228 0.38841 0.358 -0.955 -0.252 0.310
H -1.90406 -0.43805 -1.16036 1.747 0.487 0.491 0.297
N -1.07187 1.45190 -1.08069 2.564 -2.146 2.889 -0.468
H -0.13658 3.17315 -0.73602 1.513 -1.951 1.477 0.293
N 1.12751 1.42180 0.20551 -3.620 1.972 -0.345 -0.505
H 1.84278 -0.35535 1.01097 0.129 -0.096 0.552 0.494
C -0.00651 -0.55115 0.04220 -3.712 -3.514 -1.461 0.207
C -0.98336 0.13910 -0.77481 -2.284 -2.261 -0.284 -0.106
C 0.98872 0.09502 0.55233 3.471 6.035 -1.322 -0.066
C -0.02024 2.04381 -0.43211 1.995 0.592 -1.171 -0.005
O 0.90874 -2.32040 1.40004 0.885 -1.074 0.223 -0.430
```
Positions in Å, forces in eV/Å.

* HOMO: -9.931 eV
* SMILES: O=Cc1cncnc1
* DFT total energy: -377.58586 hartree
* LUMO level: -0.01265 Eh

***

[5]
# C5H4N2S

A molecular structure, C5H4N2S in a non-equilibrium geometry (the ωB97M-V functional and the def2-TZVPD basis, OMol25).

```
12
Properties=species:S:1:pos:R:3:forces:R:3:mulliken_charge:R:1
H 1.07356 -3.31442 0.16847 1.024 3.520 -1.459 0.181
C -0.26525 -0.13290 -0.11343 -4.040 2.700 -0.756 1.052
N -0.00501 -1.21943 -0.57650 -0.127 -5.242 -1.907 -0.434
S 1.50467 -1.74244 -0.33164 1.460 -5.452 0.829 -0.212
C 1.74899 1.42214 -0.09252 2.699 3.147 -5.127 0.447
N 2.36910 2.13569 -0.85250 -3.110 -3.870 4.454 -0.436
C -2.86397 0.47174 -0.48354 2.466 -1.871 1.296 -0.203
C 0.73633 0.58280 0.56351 -0.370 6.455 2.277 -1.237
C -1.69238 0.14414 -0.19632 -3.509 2.515 -1.157 -0.472
H 0.24838 1.32435 1.24903 0.065 -0.259 -0.507 0.303
H 1.11228 -0.06546 1.24220 1.956 -2.087 2.056 0.653
H -3.96671 0.39379 -0.57676 1.487 0.443 -0.001 0.358
```
Positions in Å, forces in eV/Å.

* HOMO: -9.305 eV
* DFT total energy: -700.41077 hartree
* LUMO level: -0.01901 Eh

***

[6]
# C5H4N3OS

A molecular structure, C5H4N3OS in a non-equilibrium geometry (the ωB97M-V functional and the def2-TZVPD basis, OMol25).

```
14
Properties=species:S:1:pos:R:3:forces:R:3:mulliken_charge:R:1
H -3.66252 -2.42812 0.06932 0.194 0.988 0.198 0.348
C 2.98761 1.07435 -0.43948 -2.404 -0.115 -2.260 -0.461
C -2.60893 0.58046 -0.07218 0.523 -0.165 0.283 -0.073
C -3.18132 -1.42993 0.06653 -0.557 -0.031 -1.590 0.159
O -1.87155 -1.43961 -0.09865 0.889 0.763 0.783 -0.181
C 2.26247 -0.39021 0.74117 -1.231 -1.074 -0.914 0.321
N -1.47502 -0.07515 -0.10501 -1.846 0.048 -0.542 -0.223
N 1.71922 0.66720 -0.88306 1.922 2.160 -0.351 -0.139
S 0.85502 -0.42275 -0.13844 1.528 -1.294 1.605 0.497
H 4.33914 0.26900 1.20905 -1.697 0.190 -1.130 0.347
N -3.69706 -0.24043 -0.03248 -0.511 -0.092 0.991 -0.413
H 3.55401 1.83079 -0.91682 -0.043 0.643 -0.770 0.424
C 3.38251 0.31608 0.58110 3.478 -0.947 4.069 0.040
H -2.60357 1.68831 0.01896 -0.246 -1.075 -0.370 0.354
```
Positions in Å, forces in eV/Å.

* charge: +1
* HOMO: -14.445 eV
* DFT total energy: -830.10203 hartree
* LUMO level: -0.25103 Eh

***

[7]
# C5H4N6S3

C5H4N6S3 in the gas phase in a non-equilibrium geometry (the ωB97M-V functional and the def2-TZVPD basis, OMol25).

```
18
Properties=species:S:1:pos:R:3:forces:R:3:mulliken_charge:R:1
C 1.18182 0.16459 -0.23091 -0.059 0.446 -2.460 1.218
N 1.36541 -0.64223 0.86615 1.855 -1.311 2.104 0.104
S -1.06438 -2.28131 0.33285 -0.531 -1.699 -0.420 -0.214
H -0.80572 -2.20443 1.61465 0.216 0.112 0.822 0.190
C -0.03611 -0.11748 -1.02202 -2.555 0.176 0.467 -0.517
N -1.18474 0.37454 1.11895 1.553 0.509 1.363 -0.013
N -1.91020 1.37284 0.94198 0.806 -0.584 2.278 -0.433
N -2.88634 1.08992 0.06632 -1.818 0.788 -1.660 -0.293
C -1.40048 -0.60146 0.10511 1.003 2.058 -2.060 0.935
S -0.31513 0.14771 -2.56968 0.316 -0.332 0.346 -0.206
H 2.89067 0.89054 -1.64441 0.108 -0.193 -0.421 0.446
C 2.56220 0.22613 -0.86960 -0.894 -0.588 1.358 -0.224
N 2.60138 -0.90392 0.95812 -1.824 -1.506 1.519 -0.749
H 0.61756 1.52329 1.62376 -0.165 -0.217 0.243 0.231
N 3.31677 -0.44487 -0.07514 1.871 1.248 -2.033 -0.236
S 1.05873 1.81159 0.40941 0.819 2.528 -0.032 -0.178
H -3.36125 -0.37063 -1.16772 0.305 -0.637 -0.424 0.472
C -2.63018 -0.03479 -0.45783 -1.006 -0.798 -0.991 -0.532
```
Positions in Å, forces in eV/Å.

* HOMO: -9.188 eV
* SMILES: S=C([C@]1(S)C=NN=N1)[C@]1(S)C=NN=N1
* DFT total energy: -1715.78121 hartree
* LUMO level: -0.05947 Eh

***

[8]
# C5H4NO2

A molecular structure, C5H4NO2 in a non-equilibrium geometry (the ωB97M-V functional and the def2-TZVPD basis, OMol25).

```
12
Properties=species:S:1:pos:R:3:forces:R:3:mulliken_charge:R:1
C -2.24839 -0.40360 0.07182 0.550 -0.805 0.429 0.512
C -2.37763 1.49291 -0.00040 -1.421 2.318 -1.912 -0.382
H -2.51241 2.63885 -0.20987 0.081 -2.210 0.913 0.287
C -1.24593 0.68437 -0.00496 1.254 0.352 0.349 0.446
C 0.73420 -0.64416 -0.03674 -0.236 -0.236 -1.259 -1.066
H 1.81057 -0.53129 -0.08970 0.218 -0.279 -0.027 0.397
H 0.31264 -1.05986 -0.98706 0.797 -0.029 0.495 0.217
O 0.90248 1.79632 -0.08600 -1.573 -1.852 -0.011 -0.801
C 0.13368 0.76814 -0.03745 1.486 0.839 0.823 0.481
N -3.33334 0.56364 -0.04537 -0.664 0.411 0.516 -0.783
O -2.22051 -1.59893 0.26412 -0.550 0.664 -0.357 -0.585
H 0.41184 -1.39048 0.71125 0.058 0.826 0.041 0.278
```
Positions in Å, forces in eV/Å.

* charge: -1
* HOMO: -3.295 eV
* DFT total energy: -398.15083 hartree
* LUMO level: 0.15300 Eh

***

[9]
# C5H4O

C5H4O in the gas phase in a non-equilibrium geometry (the ωB97M-V functional and the def2-TZVPD basis, OMol25).

```
10
Properties=species:S:1:pos:R:3:forces:R:3:mulliken_charge:R:1
C 1.13977 0.71802 -1.51240 0.227 -0.025 -0.369 -0.210
C 0.13292 -0.83377 0.39396 0.784 0.292 -0.519 -0.409
H 0.59968 -1.74773 0.72726 0.096 -0.097 -0.089 0.353
H -1.68552 1.57985 0.38022 0.007 0.449 -0.094 0.309
H -1.42873 -1.15662 1.81128 -0.107 -0.019 0.007 0.247
C 0.77519 -0.12932 -0.53994 -0.317 -1.019 0.654 0.355
O 1.99958 -0.35419 -1.32330 -0.417 0.128 0.236 -0.403
C -1.08231 -0.42655 1.08363 -0.207 0.142 0.510 -0.078
C -1.70987 0.71882 1.01185 -0.112 -0.346 -0.177 -0.547
H 1.25929 1.63149 -2.03256 0.046 0.496 -0.159 0.382
```
Positions in Å, forces in eV/Å.

* HOMO (spin up / spin down): -8.798 / -7.722 eV
* DFT total energy: -267.89674 hartree
* LUMO level (spin up / spin down): -0.01840 / -0.00716 Eh

***

Energy relative to the best compared isomer or geometry (same formula, charge and spin): 105.1, 83.1, 102.5, 49.1, 128.7, 100.4, 59.1, 32.0, 135.3 (kcal/mol)